A molecular structure, C32H34N5ORuS2 at a distorted geometry, computed with ωB97M-V/def2-TZVPD.

ORCA input file:
```
! RIJCOSX wB97M-V def2-TZVPD def2/J DEFGRID3
* xyz 0 2
Ru -0.0423 0.1415 1.2014
C 1.0084 3.2994 0.7954
N -0.1022 2.6351 1.4626
C 0.0293 2.8018 2.9124
C -1.4146 3.0219 1.0505
C -1.6819 4.2562 0.4921
C -2.9823 4.6488 0.2204
C -4.0239 3.8131 0.5792
C -3.7837 2.5729 1.1355
C -2.4731 2.0948 1.3151
N -2.0935 0.8561 1.7191
C -2.8424 -0.2344 2.0697
C -4.1661 -0.5169 1.6893
C -4.8335 -1.6245 2.1713
C -4.2078 -2.5116 3.0287
C -2.8756 -2.3104 3.3511
C -2.1844 -1.2159 2.8702
N -0.7947 -1.0126 3.1917
C -0.6550 -0.2920 4.4550
C 0.0037 -2.2364 3.2188
H 1.1189 4.3427 1.1192
H 0.8690 3.2700 -0.2831
H 1.9294 2.7696 1.0487
H 0.1328 3.8676 3.1620
H 0.9145 2.2687 3.2675
H -0.8600 2.4164 3.4089
H -0.8731 4.9370 0.2845
H -3.1753 5.6201 -0.2105
H -5.0415 4.1328 0.4189
H -4.6219 1.9794 1.4543
H -4.6625 0.1134 0.9710
H -5.8545 -1.7976 1.8678
H -4.7392 -3.3576 3.4345
H -2.3668 -3.0180 3.9890
H -0.9023 -0.9438 5.3025
H -1.3377 0.5551 4.4687
H 0.3715 0.0587 4.5668
H -0.1804 -2.8448 4.1154
H 1.0632 -1.9629 3.2085
H -0.2061 -2.8299 2.3279
C -1.2143 1.2006 -1.9134
C -0.1771 0.1745 -1.5716
N 0.8230 0.5146 -0.7874
N 1.9386 -0.2187 -0.8298
C 2.6978 -0.4065 0.1852
S 2.4220 0.1366 1.8126
S 4.1870 -1.2769 -0.1045
C 3.8534 -2.0771 -1.7352
C 4.3289 -1.2629 -2.8920
C 5.6413 -1.3825 -3.3343
C 6.0871 -0.6476 -4.4172
C 5.2286 0.2258 -5.0623
C 3.9204 0.3541 -4.6256
C 3.4702 -0.3896 -3.5486
C -0.2639 -1.2130 -2.0322
C -0.2895 -1.5748 -3.3701
C -0.1968 -2.9036 -3.7465
C -0.1231 -3.8914 -2.7721
C -0.1396 -3.5646 -1.4353
C -0.2003 -2.2186 -1.0114
O -0.2332 -1.9247 0.2401
H -0.7763 2.1968 -1.9180
H -2.0173 1.1868 -1.1709
H -1.6512 0.9841 -2.8869
H 2.7791 -2.2507 -1.7682
H 4.3854 -3.0251 -1.6783
H 6.3156 -2.0588 -2.8267
H 7.1060 -0.7622 -4.7588
H 5.5830 0.8091 -5.8986
H 3.2483 1.0329 -5.1305
H 2.4514 -0.3030 -3.2024
H -0.3328 -0.8006 -4.1239
H -0.1697 -3.1662 -4.7935
H -0.0593 -4.9320 -3.0634
H -0.0839 -4.3320 -0.6767
*
```

Output
**⟨S²⟩**: 0.767
**HOMO (spin up / spin down)**: -7.20 / -7.11 eV
**ΔE to the lowest compared entry with this formula, charge and spin**: 171.8 kJ/mol
**Molar mass**: 669.86 g mol⁻¹

Atomic partial charges in e from the Löwdin method, atoms 1 to 6: 1.2394, -0.1034, -0.2470, -0.0811, -0.2255, -0.0366



A molecular structure, C32H35BrN8Ru, computed with ωB97M-V/def2-TZVPD.

ORCA input file:
```
! RIJCOSX wB97M-V def2-TZVPD def2/J DEFGRID3
* xyz 1 6
Ru 0.7249 0.0674 0.2172
C -0.1677 1.8972 3.2906
N 0.0253 2.2568 1.8881
C 1.2074 3.1388 1.7607
C -1.0772 2.8023 1.2316
C -2.1548 3.3765 1.8991
C -3.0847 4.1378 1.2091
C -2.9158 4.3897 -0.1589
C -1.9144 3.7617 -0.8528
C -1.0640 2.8177 -0.2084
N -0.2746 1.9150 -0.8220
C -0.2750 1.6651 -2.2004
C -1.4035 1.6751 -3.0328
C -1.3446 1.1759 -4.3248
C -0.1586 0.6495 -4.8113
C 0.9640 0.6064 -3.9967
C 0.9209 1.0987 -2.6985
N 2.0185 1.0030 -1.7976
C 2.6467 2.3076 -1.5092
C 3.0647 0.0527 -2.1749
H -0.2553 2.7854 3.9281
H -1.0573 1.2811 3.4066
H 0.6994 1.3221 3.6106
H 1.0657 4.0324 2.3793
H 2.0906 2.6004 2.0891
H 1.3382 3.4447 0.7292
H -2.2217 3.3022 2.9756
H -3.8911 4.6153 1.7508
H -3.5694 5.0870 -0.6664
H -1.7640 3.9868 -1.8968
H -2.3582 1.9936 -2.6440
H -2.2345 1.1832 -4.9405
H -0.1059 0.2623 -5.8209
H 1.8823 0.1827 -4.3785
H 3.2653 2.6231 -2.3568
H 1.8861 3.0603 -1.3356
H 3.2682 2.2114 -0.6192
H 3.6531 0.4127 -3.0266
H 3.7296 -0.0666 -1.3218
H 2.6326 -0.9145 -2.4172
C -1.5058 -2.1911 -1.2058
N -1.5712 -0.7492 -1.0081
C -2.6316 -0.3236 -0.1048
C -2.2234 -0.6966 1.2895
N -0.9773 -0.8385 1.6485
C -1.0090 -1.2674 2.9767
C 0.0342 -1.5905 3.8429
C -0.3072 -1.9878 5.1195
C -1.6480 -2.0657 5.5341
C -2.6893 -1.7528 4.6837
C -2.3359 -1.3565 3.3977
N -3.0916 -0.9892 2.2903
C -0.0900 -2.6517 -1.3467
N 0.9261 -2.1200 -0.7181
C 2.0156 -2.9544 -0.9958
C 3.3347 -2.9015 -0.5453
C 4.1950 -3.8860 -0.9864
C 3.7687 -4.9070 -1.8528
C 2.4636 -4.9794 -2.2945
C 1.6030 -3.9859 -1.8384
N 0.2501 -3.7585 -2.0492
H -1.9038 -2.6805 -0.3133
H -2.1089 -2.5346 -2.0526
H -1.6335 -0.2654 -1.8945
H -2.7499 0.7597 -0.1852
H -3.6058 -0.7753 -0.3339
H 1.0634 -1.5215 3.5162
H 0.4741 -2.2487 5.8216
H -1.8693 -2.3838 6.5444
H -3.7214 -1.8190 5.0040
H -4.0942 -0.9729 2.2244
H 3.6533 -2.1232 0.1353
H 5.2239 -3.8796 -0.6506
H 4.4782 -5.6595 -2.1718
H 2.1298 -5.7736 -2.9499
H -0.3807 -4.3342 -2.5791
Br 2.7429 -0.0349 1.6953
*
```

Output
**⟨S²⟩**: 8.796
**HOMO (spin up / spin down)**: -10.17 / -10.22 eV
**ΔE to the lowest compared entry with this formula, charge and spin**: 0.0 kJ/mol
**Molar mass**: 712.66 g mol⁻¹

Atomic partial charges in e from the Löwdin method, atoms 1 to 6: 1.0213, -0.0787, -0.2150, -0.0723, -0.2055, -0.0076



A molecular structure, C32H35FeIN5OS3 at a distorted geometry, computed with ωB97M-V/def2-TZVPD.

ORCA input file:
```
! RIJCOSX wB97M-V def2-TZVPD def2/J DEFGRID3
* xyz -1 5
Fe -0.1625 0.2014 0.4701
C 2.1831 -1.0512 -1.4658
N 1.9740 -1.0190 -0.0143
C 2.1222 -2.3820 0.4936
C 2.8967 -0.0733 0.5824
C 4.0566 -0.5147 1.1889
C 4.9735 0.3731 1.7441
C 4.7008 1.7235 1.6533
C 3.5443 2.1835 1.0341
C 2.5828 1.3178 0.4743
N 1.4144 1.6074 -0.1827
C 0.9658 2.8240 -0.6414
C 1.4409 4.1069 -0.3009
C 0.9121 5.2777 -0.8346
C -0.1333 5.2354 -1.7311
C -0.6262 3.9870 -2.1031
C -0.1044 2.8099 -1.5980
N -0.5862 1.5433 -2.0887
C -1.9093 1.6094 -2.7011
C 0.3477 1.0098 -3.0827
H 3.1191 -1.5750 -1.7037
H 2.2567 -0.0387 -1.8443
H 1.3547 -1.5673 -1.9574
H 3.0254 -2.8696 0.1007
H 1.2629 -2.9717 0.1804
H 2.1801 -2.3757 1.5783
H 4.2590 -1.5783 1.2498
H 5.8659 0.0043 2.2353
H 5.3851 2.4461 2.0832
H 3.3951 3.2443 1.0291
H 2.2170 4.2259 0.4286
H 1.3188 6.2315 -0.5141
H -0.5637 6.1419 -2.1408
H -1.4381 3.9473 -2.8171
H -1.8959 2.1719 -3.6473
H -2.6266 2.0635 -2.0235
H -2.2268 0.5929 -2.9228
H 0.2874 1.5817 -4.0219
H 0.1080 -0.0353 -3.2935
H 1.3582 1.0849 -2.6997
I -1.1424 -2.1415 1.9438
C 0.1638 -1.6361 3.5263
C 0.5131 -2.5948 4.4300
C 1.3495 -2.2305 5.5100
C 1.7354 -0.9288 5.6638
C 1.3427 0.0703 4.7373
C 1.6556 1.4323 4.9403
C 1.2052 2.3668 4.0519
C 0.5085 1.9818 2.8840
C 0.2202 0.6697 2.5808
C 0.5803 -0.2846 3.5804
H 0.1508 -3.6111 4.3362
H 1.6565 -2.9881 6.2215
H 2.3338 -0.6335 6.5199
H 2.2374 1.7161 5.8128
H 1.4213 3.4181 4.2208
H 0.2184 2.7578 2.1837
C -1.9292 5.0144 1.2849
O -1.7950 3.6001 1.1434
C -2.8819 2.8584 0.8733
S -4.3703 3.5475 0.5698
S -2.5840 1.1798 0.7848
H -0.9241 5.3801 1.4838
H -2.5997 5.2540 2.1105
H -2.3187 5.4635 0.3742
C -4.0573 -1.9369 -3.8479
N -4.3354 -1.7289 -2.4418
C -5.5673 -1.3479 -1.9200
C -5.3947 -1.1505 -0.6051
N -4.0731 -1.4369 -0.3315
C -3.3934 -1.7567 -1.4526
S -1.7606 -2.1398 -1.6363
H -4.7869 -2.6230 -4.2763
H -3.0620 -2.3602 -3.9314
H -4.0888 -0.9915 -4.3886
H -6.4437 -1.2512 -2.5385
H -6.0791 -0.8188 0.1552
H -3.6077 -1.1883 0.5292
*
```

Output
**⟨S²⟩**: 6.011
**HOMO (spin up / spin down)**: -3.82 / -3.91 eV
**ΔE to the lowest compared entry with this formula, charge and spin**: 121.9 kJ/mol
**Molar mass**: 784.62 g mol⁻¹

Atomic partial charges in e from the Löwdin method, atoms 1 to 6: 0.4847, -0.0814, -0.2170, -0.1361, -0.1983, -0.0474



A molecular structure, C32H35FeN8O2, computed with ωB97M-V/def2-TZVPD.

ORCA input file:
```
! RIJCOSX wB97M-V def2-TZVPD def2/J DEFGRID3
* xyz 2 6
Fe -0.7701 0.0176 0.5310
N -2.5018 -1.0045 -0.5397
C -3.8077 -0.3976 -0.2175
C -3.9254 -0.3704 1.2856
N -2.7640 0.3542 1.8162
C -2.5705 0.1744 3.2648
C -1.4362 1.0733 3.7164
N -0.2738 0.8268 2.8426
H -2.5281 -2.0023 -0.3513
H -2.2933 -0.9137 -1.5278
H -3.8159 0.6119 -0.6335
H -4.6443 -0.9434 -0.6565
H -4.8702 0.0771 1.6047
H -3.9145 -1.3864 1.6882
H -2.9196 1.3423 1.6291
H -3.4820 0.3936 3.8275
H -2.3247 -0.8771 3.4368
H -1.7352 2.1160 3.6064
H -1.2158 0.9287 4.7747
H 0.3968 1.5871 2.8877
H 0.2180 0.0033 3.1757
N 0.1272 5.2372 -8.4124
C 0.0507 4.6296 -7.4415
C -0.0446 3.8757 -6.2192
C 1.1146 3.4738 -5.5613
C 1.0206 2.7617 -4.3785
C -0.2278 2.4591 -3.8417
C -1.3842 2.8605 -4.5052
C -1.2956 3.5610 -5.6950
C -0.3241 1.7200 -2.5572
C -0.8072 2.4199 -1.4325
C -1.1354 3.7849 -1.4126
C -1.3964 4.1372 -0.0967
C -1.2088 2.9816 0.6466
N -0.8644 1.9187 -0.1194
C 0.1029 0.3979 -2.5266
C 0.6756 -0.3717 -3.5735
C 0.9105 -1.6299 -3.0660
C 0.4552 -1.6022 -1.7340
N -0.0310 -0.4037 -1.4017
H 2.0808 3.7195 -5.9795
H 1.9209 2.4513 -3.8637
H -2.3564 2.6148 -4.0971
H -2.1896 3.8655 -6.2211
H -1.1487 4.4325 -2.2738
H -1.6578 5.1080 0.2895
H -1.2725 2.9037 1.7198
H 0.8745 -0.0198 -4.5726
H 1.3347 -2.4785 -3.5760
H 0.4556 -2.4210 -1.0267
O 1.8807 -5.0898 4.5847
C 0.4879 -5.0420 4.4052
C 0.1759 -3.9805 3.3903
C -1.1212 -3.7960 2.9179
C -1.3652 -2.7894 2.0106
N -0.4172 -1.9715 1.5307
C 0.8451 -2.1776 1.9579
C 1.1686 -3.1489 2.8905
C 1.8748 -1.2833 1.3689
C 3.2146 -1.6218 1.3098
C 4.1054 -0.7560 0.6846
C 5.5635 -1.1274 0.5565
O 5.9922 -2.0117 1.5625
C 3.6030 0.4276 0.1533
C 2.2500 0.6866 0.2398
N 1.3997 -0.1527 0.8357
H 2.1116 -5.8205 5.1673
H -0.0335 -4.7884 5.3368
H 0.0799 -5.9949 4.0509
H -1.9349 -4.4280 3.2493
H -2.3701 -2.6388 1.6396
H 2.1844 -3.2703 3.2361
H 3.5806 -2.5521 1.7216
H 6.1772 -0.2244 0.5006
H 5.6893 -1.6582 -0.3908
H 6.1826 -1.5207 2.3690
H 4.2532 1.1417 -0.3348
H 1.8212 1.5905 -0.1760
*
```

Output
**⟨S²⟩**: 8.759
**HOMO (spin up / spin down)**: -13.20 / -13.19 eV
**ΔE to the lowest compared entry with this formula, charge and spin**: 0.0 kJ/mol
**Molar mass**: 619.53 g mol⁻¹

Atomic partial charges in e from the Löwdin method, atoms 1 to 6: 1.0487, -0.0003, -0.1924, -0.1923, -0.0980, -0.1845



A molecular structure, C32H35I2KN4O5, computed with ωB97M-V/def2-TZVPD.

ORCA input file:
```
! RIJCOSX wB97M-V def2-TZVPD def2/J DEFGRID3
* xyz -2 1
K -0.7073 0.4014 0.8823
I -5.8410 1.9242 -5.6078
C -4.3050 1.7653 -4.1885
C -4.5715 2.0127 -2.8513
C -3.5490 1.8954 -1.9290
I -3.9035 2.3279 0.0845
C -2.2140 1.5191 -2.2718
O -1.2898 1.3802 -1.4166
C -1.9902 1.3196 -3.6794
C -0.5747 1.0451 -4.1420
N 0.1395 -0.0471 -3.4916
C -0.5882 -1.2931 -3.5034
C -0.0160 -2.3200 -2.5580
C -0.6676 -3.5488 -2.4334
C -0.1664 -4.4937 -1.5636
C 0.9634 -4.1822 -0.8190
C 1.5191 -2.9279 -0.9830
N 1.0601 -2.0146 -1.8413
C -3.0169 1.4255 -4.5936
H -5.5634 2.2972 -2.5271
H 0.0260 1.9435 -3.9730
H -0.5860 0.8651 -5.2242
H 0.2865 0.2253 -2.5262
H -0.5661 -1.7049 -4.5224
H -1.6530 -1.1767 -3.2441
H -1.5715 -3.7316 -3.0024
H -0.6630 -5.4481 -1.4337
H 1.3625 -4.8690 -0.0850
H 2.3634 -2.6231 -0.3739
H -2.8067 1.2521 -5.6442
N 3.8685 -0.2371 -0.8084
C 3.8198 0.8160 0.2111
C 3.3042 0.3768 1.5770
C 3.2400 1.5143 2.5850
C 2.7259 1.0782 3.9605
N 1.3603 0.5661 4.0054
H 2.9306 -0.4673 -1.1253
H 4.2391 -1.0858 -0.3956
H 3.1926 1.6256 -0.1718
H 4.8254 1.2393 0.3197
H 3.9544 -0.4235 1.9616
H 2.3214 -0.0797 1.4481
H 2.5844 2.2990 2.1984
H 4.2391 1.9565 2.7016
H 2.7851 1.9327 4.6412
H 3.3960 0.3088 4.3657
H 0.7361 1.2731 3.6158
H 1.2756 -0.2500 3.4036
C -3.5864 -3.4045 1.8418
C -2.2101 -2.8099 1.5444
O -2.1876 -1.8269 0.8153
C -1.0296 -3.4662 2.1133
C -1.1775 -4.7586 2.6528
C -0.1333 -5.4917 3.1650
C 1.1458 -4.9007 3.1785
C 1.3409 -3.6464 2.6796
C 0.2815 -2.8526 2.0980
O 0.5518 -1.7182 1.6253
H -4.3290 -2.6879 1.4986
H -3.7247 -3.6070 2.9040
H -3.7274 -4.3414 1.2976
H -2.1612 -5.2122 2.6513
H -0.2946 -6.4869 3.5593
H 1.9876 -5.4483 3.5924
H 2.3219 -3.1838 2.6869
O 0.0280 4.3904 3.3767
C 0.1189 3.7681 2.3086
O -0.0277 2.5298 2.1141
C 0.4996 4.5826 1.0625
C 1.0489 5.8524 1.2049
C 1.4227 6.5929 0.0920
C 1.2299 6.0761 -1.1838
C 0.6594 4.8191 -1.3352
C 0.3017 4.0759 -0.2176
H 1.1742 6.2333 2.2106
H 1.8621 7.5769 0.2166
H 1.5146 6.6541 -2.0560
H 0.4853 4.4149 -2.3257
H -0.1699 3.1098 -0.3375
*
```

Output
**HOMO**: -2.58 eV
**ΔE to the lowest compared entry with this formula, charge and spin**: 36.3 kJ/mol
**Molar mass**: 848.56 g mol⁻¹

Atomic partial charges in e from the Löwdin method, atoms 1 to 6: 0.7363, 0.7278, -0.7682, -0.2645, -0.6243, 0.9184



A single C32H35N5O molecule, computed with ωB97M-V/def2-TZVPD.

ORCA input file:
```
! RIJCOSX wB97M-V def2-TZVPD def2/J DEFGRID3
* xyz 0 1
C -1.0737 -2.0678 -0.3605
C -2.2182 -1.2196 0.0954
C -3.4924 -1.7527 0.1655
C -4.5982 -1.0301 0.6294
N -5.8322 -1.6514 0.7240
C -6.3181 -2.4682 -0.3724
C -7.1446 -1.6097 -1.3494
N -8.2480 -0.9092 -0.7190
C -9.3963 -1.7421 -0.4358
C -7.7669 -0.1480 0.4205
C -6.9422 -1.0058 1.3951
C -4.3658 0.2764 1.0724
C -3.1018 0.8232 1.0049
C -2.0278 0.1052 0.4969
N -0.7623 0.7405 0.4445
C 0.0211 0.8835 -0.6558
O -0.1984 0.3807 -1.7377
C 1.2323 1.7296 -0.3792
C 2.4877 1.1645 -0.3778
C 3.5991 2.0032 -0.1137
N 3.4894 3.2815 0.1272
C 2.2742 3.8602 0.1134
C 2.1825 5.2455 0.3596
C 0.9679 5.8714 0.3333
C -0.2008 5.1466 0.0517
C -0.1459 3.8009 -0.1854
C 1.0888 3.1206 -0.1478
C 4.9733 1.4084 -0.0866
C 5.0109 0.1013 -0.8678
N 3.9905 -0.7791 -0.3313
C 4.1743 -2.1613 -0.7366
C 5.4251 -2.7378 -0.1311
C 5.6983 -2.5248 1.2150
C 6.8406 -3.0487 1.7905
C 7.7220 -3.7982 1.0283
C 7.4558 -4.0166 -0.3118
C 6.3145 -3.4858 -0.8889
C 2.6703 -0.2953 -0.6747
H -1.3764 -3.1075 -0.4540
H -0.2493 -2.0023 0.3497
H -0.7098 -1.7154 -1.3253
H -3.6200 -2.7855 -0.1216
H -5.4886 -2.9205 -0.9110
H -6.9379 -3.2697 0.0445
H -7.5368 -2.2318 -2.1560
H -6.4837 -0.8521 -1.7850
H -9.7328 -2.1952 -1.3677
H -9.2144 -2.5454 0.2920
H -10.1969 -1.1095 -0.0537
H -8.6204 0.2984 0.9344
H -7.1368 0.6564 0.0272
H -6.5787 -0.4126 2.2332
H -7.5774 -1.8005 1.8039
H -5.1662 0.8876 1.4568
H -2.9459 1.8396 1.3414
H -0.5509 1.3430 1.2286
H 3.0961 5.7830 0.5584
H 0.8981 6.9331 0.5195
H -1.1489 5.6631 0.0175
H -1.0451 3.2513 -0.4258
H 5.6885 2.1313 -0.4795
H 5.2391 1.2065 0.9544
H 5.9849 -0.3772 -0.7453
H 4.8545 0.2978 -1.9441
H 3.3110 -2.7295 -0.3711
H 4.2015 -2.2677 -1.8364
H 5.0079 -1.9348 1.7983
H 7.0453 -2.8749 2.8371
H 8.6141 -4.2093 1.4776
H 8.1402 -4.5983 -0.9120
H 6.1137 -3.6552 -1.9377
H 1.9339 -0.8783 -0.1109
H 2.4454 -0.4456 -1.7496
*
```

Output
**HOMO**: -7.33 eV
**Structure (SMILES)**: Cc1cc(N2CCN(C)CC2)ccc1NC(=O)c1c2c(nc3ccccc13)CCN(Cc1ccccc1)C2
**Molar mass**: 505.67 g mol⁻¹

Atomic partial charges in e from the natural (NBO) method, atoms 1 to 6: -0.6461, 0.0025, -0.2718, 0.2717, -0.4576, -0.2306